No. 1
Molecular formula: C6H9NO2
Method: DFT, ωB97M-V/def2-TZVPD

Summary:
Energy above the lowest of the compared OMol25 structures with the same formula, charge and spin: 238.5 kJ/mol
Frontier orbital gap: 10.96 eV
Total charge: 0
SMILES: N#C[C@]12CCC[C@H]1O2.O
Spin multiplicity: 1
F_max: 4.56 eV/A
HOMO level: -10.343 eV
E: -439.1855 hartree

Last column: Löwdin charge in e.
Geometry (Å):
N 2.639 -0.764 -0.873  0.1677
C 1.699 -0.390 -0.266  -0.0749
C 0.300 -0.054 -0.007  -0.3993
C -0.692 -1.132 0.388  -0.0914
C -2.060 -0.434 0.259  -0.1591
C -1.873 0.665 -0.804  -0.1190
C -0.410 1.026 -0.720  -0.1943
O 0.077 1.208 0.609  0.0445
H -0.595 -1.965 -0.323  0.1299
H -0.500 -1.520 1.397  0.1265
H -2.854 -1.140 -0.013  0.1129
H -2.341 0.018 1.219  0.1159
H -2.064 0.284 -1.817  0.1238
H -2.525 1.534 -0.644  0.1221
H 0.071 1.640 -1.484  0.1616
O 3.824 0.670 1.060  -0.1633
H 4.030 0.003 0.235  0.0823
H 3.275 0.351 1.784  0.0141

No. 2
Molecular formula: C6H10NO3S
Method: DFT, ωB97M-V/def2-TZVPD

Summary:
Energy above the lowest of the compared OMol25 structures with the same formula, charge and spin: 230.6 kJ/mol
Frontier orbital gap: 8.47 eV
Total charge: +1
Spin multiplicity: 1
F_max: 6.54 eV/A
HOMO level: -13.300 eV
E: -912.8643 hartree

Last column: Löwdin charge in e.
Geometry (Å):
C 1.599 4.997 1.610  0.1439
C -1.444 -1.020 -0.831  -0.0845
C -2.378 0.197 -0.781  -0.1347
C -0.057 -0.818 -0.140  -0.3504
C 1.036 -0.520 -1.132  -0.0749
C 0.122 -0.875 1.185  0.0114
N 0.785 4.377 1.065  0.0490
O 0.391 2.353 -0.854  -0.3089
O -0.051 1.838 1.687  -0.2303
O -2.029 1.193 -0.149  -0.1138
S -0.366 2.623 0.301  1.1004
H 2.397 5.535 1.891  0.0606
H -2.073 -1.973 -0.648  0.1663
H -1.419 -0.941 -1.896  0.0967
H -3.265 0.290 -1.472  0.1614
H 1.835 0.160 -0.790  0.0803
H 0.631 -0.225 -2.244  0.1464
H 1.575 -1.477 -1.225  0.0940
H 1.200 -0.928 1.419  0.0997
H -0.592 -1.157 1.991  0.1077
H -0.328 0.999 1.884  -0.0203

No. 3
Molecular formula: C33H34B2CoF3N10O3S2
Method: DFT, ωB97M-V/def2-TZVPD

Summary:
Frontier orbital gap (spin up / spin down): 5.95 / 5.96 eV
Total charge: 0
Spin multiplicity: 1
F_max: 0.56 eV/A
HOMO level (spin up / spin down): -6.544 / -6.536 eV
E: -4579.9147 hartree

Last column: Löwdin charge in e.
Geometry (Å):
Co -0.119 -1.379 0.906  0.3742
C 2.707 0.982 0.182  -0.0141
N 2.947 0.610 1.564  -0.1101
C 3.513 1.417 2.521  -0.0475
C 3.622 0.666 3.640  -0.0632
N 3.128 -0.589 3.378  0.0140
B 3.321 -1.719 4.510  -0.4439
N 2.585 -3.029 4.209  -0.0364
C 3.228 -4.215 3.912  -0.0807
C 2.306 -5.195 3.842  -0.0556
N 1.083 -4.604 4.098  -0.1299
C -0.196 -5.272 4.179  -0.0573
C 1.255 -3.272 4.293  -0.7867
S -0.009 -2.180 4.548  0.6264
C 2.712 -0.606 2.112  -0.6190
S 2.017 -1.941 1.249  0.8384
H 2.646 2.067 0.125  0.0872
H 1.774 0.544 -0.162  0.0493
H 3.520 0.627 -0.453  0.0995
H 3.787 2.437 2.313  0.1045
H 4.011 0.909 4.613  0.1240
H 2.932 -1.200 5.524  0.0698
H 4.506 -1.959 4.531  0.0741
H 4.295 -4.254 3.794  0.1118
H 2.401 -6.248 3.648  0.1122
H -0.042 -6.334 3.998  0.0897
H -0.882 -4.864 3.441  0.0651
H -0.631 -5.122 5.167  0.0843
C -5.258 -0.864 -4.292  -0.0402
C -3.978 -1.528 -4.781  -0.2928
C -3.536 -0.927 -6.106  -0.1481
C -2.239 -1.555 -6.581  -0.1248
C -1.178 -1.375 -5.535  -0.1332
C 0.150 -1.271 -5.870  0.0601
C 1.118 -1.121 -4.879  -0.2519
F 2.403 -1.033 -5.262  0.0754
C 0.798 -1.071 -3.556  0.0897
C -0.554 -1.163 -3.192  -0.0293
C -0.901 -1.151 -1.780  -0.2789
O 0.031 -0.961 -0.943  -0.0968
C -2.263 -1.328 -1.457  -0.0213
C -3.172 -1.425 -2.479  0.0478
N -2.878 -1.402 -3.782  0.0456
C -1.543 -1.308 -4.174  -0.0584
C -2.842 -1.351 -0.054  -0.5646
O -4.055 -1.300 0.061  0.0622
O -2.013 -1.403 0.930  -0.0533
H -5.956 -0.804 -5.127  0.0880
H -5.058 0.150 -3.942  0.1017
H -5.754 -1.416 -3.497  0.0819
H -4.152 -2.599 -4.921  0.1599
H -3.413 0.153 -5.987  0.1373
H -4.334 -1.088 -6.831  0.1245
H -1.911 -1.116 -7.523  0.1229
H -2.395 -2.623 -6.765  0.1325
H 0.460 -1.311 -6.907  0.1346
H 1.553 -0.978 -2.789  0.1391
H -4.211 -1.513 -2.196  0.1330
C -1.418 1.896 -0.021  0.0398
C -0.821 1.677 1.321  -0.2986
N -0.176 0.611 1.753  0.0894
C 0.193 0.873 3.060  -0.1237
C -0.233 2.107 3.411  -0.0391
N -0.872 2.619 2.297  -0.0192
C -1.475 3.922 2.194  -0.0611
N -0.799 4.731 1.211  -0.0670
N -1.500 5.297 0.202  0.0537
N -0.702 5.928 -0.570  0.0735
C 0.580 5.786 -0.081  -0.2320
C 1.798 6.274 -0.564  -0.0106
C 2.928 5.951 0.150  -0.0808
C 2.861 5.161 1.318  -0.0874
C 1.672 4.670 1.805  -0.0113
C 0.527 5.009 1.074  -0.1685
H -1.284 1.007 -0.619  0.0567
H -0.943 2.734 -0.536  0.0831
H -2.486 2.109 0.055  0.1027
H 0.682 0.133 3.671  0.0301
H -0.161 2.656 4.334  0.1245
H -1.424 4.388 3.178  0.1431
H -2.516 3.863 1.879  0.1408
H 1.836 6.878 -1.460  0.1148
H 3.893 6.307 -0.183  0.1035
H 3.780 4.939 1.847  0.1015
H 1.629 4.053 2.693  0.1000
F -0.379 -3.707 -0.773  0.2057
B -0.262 -3.262 0.481  -0.6842
F -0.266 -4.206 1.408  0.1975

No. 4
Molecular formula: C6H8Li2O6
Method: DFT, ωB97M-V/def2-TZVPD

Summary:
Frontier orbital gap (spin up / spin down): 2.53 / 4.82 eV
Total charge: -1
Spin multiplicity: 2
F_max: 1.32 eV/A
HOMO level (spin up / spin down): -1.275 / -3.567 eV
E: -699.9617 hartree

Last column: Löwdin charge in e.
Geometry (Å):
O 1.763 0.070 1.789  -0.4343
C -0.183 -2.964 1.416  -0.2896
C 0.549 0.290 2.388  -0.4627
O 1.065 -3.096 1.592  -0.2095
O -0.734 -1.750 1.805  -0.1258
C -0.170 -0.975 2.868  -0.2438
H -0.167 0.825 1.717  0.0990
H 0.632 0.938 3.294  0.0865
H -1.013 -0.694 3.520  0.1066
H 0.533 -1.590 3.456  0.1052
Li 2.191 -1.629 1.500  0.6626
O -1.183 -1.658 -3.827  -0.1077
C -0.971 -2.814 -3.378  -0.8231
O -0.328 -3.685 -4.017  -0.1141
O -1.402 -3.057 -2.135  0.0082
C -0.938 -4.242 -1.480  -0.2885
C -1.497 -4.292 -0.098  -0.0799
H 0.167 -4.234 -1.455  0.1173
H -1.253 -5.120 -2.071  0.1069
H -1.382 -5.261 0.396  0.0313
H -2.466 -3.816 0.067  0.0378
Li -0.263 -2.316 -5.421  0.8176

No. 5
Molecular formula: C3H8N4S
Method: DFT, ωB97M-V/def2-TZVPD

Summary:
Energy above the lowest of the compared OMol25 structures with the same formula, charge and spin: 171.4 kJ/mol
Frontier orbital gap: 9.41 eV
Total charge: 0
SMILES: [H]/N=C(\NN=C)N(C)S
Spin multiplicity: 1
F_max: 2.07 eV/A
HOMO level: -8.839 eV
E: -736.2528 hartree

Last column: Löwdin charge in e.
Geometry (Å):
H -2.097 0.383 0.199  0.0174
N -1.605 -0.022 -0.559  0.1490
C -0.369 0.004 -0.289  -0.5792
N 0.129 0.676 0.784  -0.0091
N -0.683 1.366 1.620  -0.0318
C -0.253 2.043 2.595  -0.0407
N 0.546 -0.574 -1.136  -0.5212
C 0.071 -1.337 -2.258  -0.1545
S 1.979 -1.123 -0.447  0.8345
H 1.098 0.664 0.973  0.0640
H 0.816 2.144 2.827  0.0732
H -0.973 2.575 3.200  0.0605
H -0.630 -0.745 -2.872  0.0905
H -0.418 -2.239 -1.935  0.0731
H 0.952 -1.622 -2.872  0.0771
H 1.438 -2.193 0.173  -0.1028